109
Properties=species:S:1:pos:R:3:forces:R:3 method="wB97M-V/def2-TZVPD" e_tot_ev=-110006.22985 homo_ev=-12.71 total_charge=+2
Ca 1.629002 0.602476 -1.447085 1.3791 1.8454 -0.5102
C 2.724502 -0.327024 -4.402585 0.2214 0.3042 -0.2534
C 3.502402 0.992676 -4.346485 -0.0847 -0.2172 -0.1172
N 2.990102 1.812976 -3.251785 -0.2405 0.3119 -0.1583
C 3.964502 2.721476 -2.660085 0.2304 0.1246 -0.0301
C 5.038002 1.986876 -1.855285 -0.1698 -0.1446 0.1873
S 4.381602 0.578676 -0.891685 0.7411 0.1899 -0.1076
C 4.778302 -0.843324 -1.968785 -0.0654 -0.0016 0.1601
C 3.579902 -1.643824 -2.474885 0.3537 -0.2642 0.1182
N 2.490302 -0.860724 -3.059685 -0.1037 -0.7070 -0.4340
H 1.746602 -0.145224 -4.861485 0.0869 -0.0582 0.0376
H 3.267902 -1.039924 -5.035685 -0.1317 0.0162 -0.0013
H 4.559902 0.795576 -4.182785 0.0052 0.0369 0.0032
H 3.421502 1.505376 -5.311685 0.0944 -0.0853 0.0482
H 2.210102 2.366576 -3.591985 -0.0052 0.0622 -0.0043
H 4.466702 3.340476 -3.419085 -0.0921 0.0347 0.1661
H 3.423702 3.388476 -1.982585 0.0195 0.0400 -0.1064
H 5.850502 1.618876 -2.480285 0.0080 -0.0010 0.0571
H 5.471002 2.666776 -1.120685 0.0727 -0.0108 -0.1236
H 5.401402 -0.478424 -2.781185 0.0435 -0.0163 0.0312
H 5.389002 -1.503624 -1.352085 0.0187 -0.0463 -0.1746
H 3.968502 -2.374124 -3.202085 -0.0957 -0.0053 0.1749
H 3.159902 -2.186624 -1.622085 0.0236 -0.0317 -0.1544
H 1.693802 -1.486724 -3.121485 0.0800 -0.1725 -0.1633
C 2.604302 -0.322624 7.238915 0.0099 -0.0648 0.0777
C 2.461302 -0.226224 5.754815 0.0221 0.0717 -0.1402
C 2.575302 1.006576 5.118015 -0.0982 -0.0647 -0.0593
C 2.435702 1.103376 3.748315 -0.0056 0.0534 -0.1153
C 2.170602 -0.033524 2.999015 0.5393 0.4468 -0.1668
C 2.090202 -1.273824 3.602215 0.1199 -0.2154 -0.3193
C 2.223102 -1.357824 4.978615 0.1107 0.1254 -0.0763
S 1.961102 0.327476 1.248715 -0.9401 0.1278 2.4919
O 2.060002 -0.908024 0.424315 0.4865 -0.7012 -0.5666
C 0.205902 0.736976 1.357215 -0.1024 0.0545 -0.1476
C -0.053198 2.118976 1.370815 -0.0100 0.2651 0.1849
C -1.329398 2.588476 1.476715 0.1120 -0.0862 0.0284
C -2.415998 1.687676 1.541615 0.0886 -0.2402 0.0535
C -3.746198 2.139876 1.682015 -0.2092 -0.0538 0.0374
C -4.780198 1.250676 1.790915 0.1393 0.3579 -0.0280
C -4.529598 -0.129024 1.745115 0.2419 -0.2382 -0.0536
C -3.254798 -0.598924 1.590215 -0.2820 -0.0799 0.0930
C -2.161498 0.290676 1.503415 0.2030 0.3796 -0.1520
C -0.815298 -0.178124 1.421615 0.0539 0.2880 0.0194
C -0.611398 -1.634824 1.574315 0.1168 -0.2154 -0.3054
C -0.775798 -2.163324 2.889815 -0.0229 -0.3553 -0.0046
C -0.960398 -1.313624 3.999615 -0.1861 -0.0102 0.2139
C -1.057398 -1.825424 5.263015 -0.0778 0.1940 -0.2767
C -0.976398 -3.209624 5.476215 0.0171 -0.2207 -0.1209
C -0.802698 -4.061124 4.419115 -0.0236 -0.0030 0.1774
C -0.700398 -3.565224 3.102315 -0.0015 0.3441 -0.0921
C -0.493998 -4.416124 1.990515 0.0781 0.1288 -0.1856
C -0.299898 -3.887824 0.748115 0.0197 -0.2247 0.0201
C -0.360798 -2.497324 0.541815 0.3032 0.2711 0.3028
S 0.076202 -2.021324 -1.135185 -1.7955 -1.4513 0.1487
O -0.077298 -0.535724 -1.304585 -1.5377 -0.5099 0.0455
C -1.422698 -2.673524 -1.906085 0.6123 -0.1407 -0.1722
C -1.286298 -3.681324 -2.845385 0.2406 0.0989 0.1071
C -2.412198 -4.201724 -3.456785 -0.1831 0.0822 0.0631
C -3.678798 -3.722624 -3.136785 0.1825 -0.1097 -0.0781
C -4.890698 -4.294124 -3.793785 -0.1525 -0.0537 -0.0186
C -3.795498 -2.704524 -2.190785 0.2035 0.0997 0.0676
C -2.674798 -2.172824 -1.581985 0.0085 0.1720 0.1023
H 2.904002 0.631676 7.663715 -0.0021 0.0131 0.0680
H 3.346502 -1.070424 7.512115 0.0306 -0.0415 0.0321
H 1.658302 -0.619024 7.689915 -0.0556 -0.0179 0.0866
H 2.783002 1.892876 5.696415 0.0359 0.1035 0.0824
H 2.540602 2.055776 3.247515 0.0395 0.1631 0.0535
H 1.933402 -2.159424 3.005615 -0.0082 -0.1092 -0.0418
H 2.138902 -2.319724 5.461315 0.0255 -0.1433 0.0079
H 0.794202 2.794876 1.354215 -0.0689 0.0862 -0.0566
H -1.529798 3.648276 1.531315 0.0188 0.1340 -0.0060
H -3.931098 3.203876 1.724615 -0.0289 0.0999 0.0063
H -5.792698 1.601076 1.918615 -0.0773 0.0785 0.0140
H -5.349098 -0.821324 1.848515 -0.1095 -0.1123 -0.0326
H -3.075698 -1.662924 1.555415 -0.0183 -0.0863 0.0323
H -0.999498 -0.246724 3.839315 -0.0184 0.0945 0.1048
H -1.192198 -1.158924 6.098715 -0.0141 0.0919 0.1504
H -1.051698 -3.595024 6.480115 -0.0086 -0.1031 0.1131
H -0.730798 -5.126724 4.580915 -0.0220 -0.1001 0.0139
H -0.469798 -5.485024 2.141315 0.0406 -0.0971 -0.0029
H -0.103798 -4.520224 -0.105685 -0.0031 -0.2320 -0.0108
H -0.303298 -4.055424 -3.094285 0.0910 -0.0961 -0.0544
H -2.309498 -4.987924 -4.187785 0.0155 -0.0931 -0.1007
H -4.612598 -4.985624 -4.584585 -0.0698 -0.0283 -0.0449
H -5.513298 -3.506424 -4.216185 -0.0220 0.0053 -0.0412
H -5.498398 -4.831024 -3.065385 -0.0406 -0.0451 0.0047
H -4.775898 -2.331824 -1.927985 -0.0575 0.0659 -0.0041
H -2.761498 -1.363324 -0.871285 -0.0717 0.0348 0.1056
C -1.371698 1.405376 -3.301385 0.1081 -0.2171 -0.1100
N -1.638298 2.478776 -2.376185 0.0977 -0.0730 0.1015
C -2.955798 2.422176 -1.777185 -0.2790 0.0184 0.0703
C -0.629098 3.186876 -1.800285 -0.1399 0.4890 -0.1200
N 0.571202 2.679876 -1.676385 -0.0021 0.3251 0.0240
N -0.952698 4.454676 -1.416285 -0.0210 -0.2431 0.0960
C -1.960598 5.231376 -2.115085 -0.2021 0.1334 -0.1646
C -0.044298 5.260676 -0.630685 0.0751 -0.1167 0.0783
H -2.145898 1.422776 -4.071685 0.0832 -0.0501 -0.0367
H -1.379498 0.428576 -2.809785 -0.0642 0.0867 -0.1068
H -0.399998 1.560876 -3.771985 -0.0602 -0.0021 -0.0577
H -3.133498 1.418076 -1.378785 0.0004 -0.0176 0.0122
H -3.737798 2.641576 -2.508985 0.0422 0.0198 0.0091
H -3.031798 3.121476 -0.951085 -0.0198 0.0447 -0.0253
H 1.213102 3.411276 -1.385485 0.0131 0.1039 -0.1171
H -2.436798 4.636076 -2.887485 0.0204 0.0595 0.0131
H -1.482198 6.092276 -2.589385 -0.0627 0.0095 0.0117
H -2.722398 5.593076 -1.421485 -0.0004 0.0166 -0.0388
H 0.748902 5.711476 -1.237985 0.0301 -0.0398 0.0016
H 0.391102 4.660076 0.165915 0.0927 0.0783 0.0255
H -0.609398 6.072976 -0.177285 0.0174 -0.0165 0.0532